# 1
This record from the Open Molecules 2025 dataset describes the molecule C9H10ClPS at a distorted geometry. The level of theory is wB97M-V/def2-TZVPD.

Cartesian coordinates (Å):
S  -3.15119  -1.41692  -1.70552
Cl  -3.26194  -1.07245  1.52146
H  2.12784  -2.77252  0.77992
C  -0.39279  -1.76825  0.49413
H  0.12997  -2.24196  -1.40169
H  0.48050  3.03126  -1.62550
H  2.53267  -2.35567  -0.88911
H  -1.72380  3.71903  1.79704
C  -0.83442  1.37429  -1.13598
H  -2.54504  1.57559  1.78282
P  -2.18821  -0.80881  -0.14959
H  -0.23863  -2.04333  1.57934
C  -1.52185  3.14781  0.95599
C  0.43415  -2.21025  -0.39137
C  -2.00295  1.87910  0.92212
H  -0.59022  0.66837  -2.01199
H  1.94420  -3.80228  -0.58090
H  -0.11398  4.47430  0.11110
C  -0.26794  2.67117  -1.06983
C  1.75872  -2.79632  -0.22757
C  -0.60560  3.50855  0.00300
C  -1.69980  0.97165  -0.10582

Output
- Kohn-Sham gap (eV) = 9.50
- HOMO energy (eV) = -8.92
- LUMO (eV) = 0.58
- SMILES = C/C=C/[P@@](=S)(Cl)c1ccccc1
- E (Eh) = -1548.652565

# 2
This record from the Open Molecules 2025 dataset describes C9H10F9IrNO8S2Se2 as an isolated structure. The level of theory is wB97M-V/def2-TZVPD.

Cartesian coordinates (Å):
C  2.23003  0.82566  -4.04906
C  -2.53249  -1.73570  0.87847
C  1.29149  4.97989  -1.44487
N  0.98504  3.01037  -3.10616
F  2.84430  0.57256  -2.89739
H  -3.56098  -1.39299  0.74002
C  -2.10755  -1.38055  2.30361
F  0.32308  5.71260  -1.99053
H  -2.85122  0.61883  1.97925
F  2.96705  -3.21391  0.60690
F  1.38828  5.30265  -0.15320
H  -3.38749  -2.97919  3.03063
H  0.96146  -2.40662  1.98450
H  -0.41757  -1.62842  3.61816
Se  -0.40306  1.13132  2.15844
H  -1.10898  -3.14762  3.02198
F  4.28482  -1.57035  0.10267
S  0.91495  3.17814  -1.55578
O  -4.47647  -1.29622  3.09782
C  -3.21408  -1.92194  3.24211
O  -0.41180  3.02129  -0.99336
F  2.04588  -0.32167  -4.70156
O  1.42775  -2.04999  -1.79347
O  1.84222  -0.56416  -0.13919
F  2.44150  5.27676  -2.04283
C  -0.83446  -2.12228  2.73153
H  -4.36541  -0.35360  3.26025
H  -2.54821  -2.82125  0.75689
C  -2.04475  0.13594  2.53558
H  -2.86390  -1.83867  4.28105
C  2.06055  -1.58940  -0.87260
S  0.59224  1.63167  -3.76625
F  3.02362  1.60745  -4.78807
O  -0.08339  0.73502  -2.86221
Se  -1.57866  -1.06158  -0.69135
O  1.95084  2.51718  -0.80717
O  0.08842  -2.15638  1.66780
F  3.87216  -3.10021  -1.35841
H  -2.21997  0.33347  3.59956
C  3.32477  -2.36095  -0.39024
Ir  0.08230  0.58169  -0.11646
O  0.06771  1.84114  -5.07708

Output
- Kohn-Sham gap (alpha / beta) (eV) = 6.73 / 7.00
- HOMO energy (alpha / beta) (eV) = -4.46 / -5.93
- LUMO (alpha / beta) (eV) = 2.27 / 1.07
- E (Eh) = -7608.026191
- spin multiplicity = 5
- net charge = -1

# 3
This record from the Open Molecules 2025 dataset describes the molecule C9H10FNS at a distorted geometry. The level of theory is wB97M-V/def2-TZVPD.

Cartesian coordinates (Å):
H  -1.94150  -1.07848  0.13767
H  2.70345  -0.58690  0.44520
C  0.84004  0.38235  1.64013
H  1.58054  -2.87101  0.51811
H  0.68245  0.24338  2.78547
F  -1.77096  4.05699  -2.04057
H  0.23658  -0.08492  -2.27062
H  1.09814  -2.53344  2.08402
H  -1.42268  -1.12600  1.84633
C  -0.04178  0.92663  -1.89281
C  -1.00627  -1.11315  0.84879
C  1.47430  -0.77433  0.73185
S  -1.23406  2.40442  -0.03852
C  1.02057  -2.21549  1.07827
H  -0.25827  -2.67779  -0.31023
N  -0.39063  -2.31353  0.62207
H  1.19146  1.31436  1.80006
H  -0.78425  2.13027  -3.65882
C  -0.12163  1.12339  -0.47784
C  0.07596  -0.05128  0.49570
C  -0.65842  2.04062  -2.61943
C  -1.27304  2.80391  -1.72484

Output
- Kohn-Sham gap (eV) = 9.18
- HOMO energy (eV) = -8.46
- LUMO (eV) = 0.72
- SMILES = Fc1ccc([C@@]23CNC[C@@H]2C3)s1
- E (Eh) = -901.584437

# 4
This record from the Open Molecules 2025 dataset describes an isolated ion of composition C9H10N and charge +1 at a distorted geometry. The level of theory is wB97M-V/def2-TZVPD.

Cartesian coordinates (Å):
H  -1.43783  0.26489  -1.93347
H  -1.22326  -1.84065  -1.69396
C  -1.27056  1.95811  -0.74471
C  1.24011  -0.29024  1.86402
H  0.04968  -3.20550  -1.62646
C  0.04401  0.00853  -0.23192
H  -2.10469  2.57227  -1.18484
N  0.37654  -1.40239  -0.44232
H  0.26684  2.24668  2.21489
C  -0.75085  2.57675  0.41068
C  1.04854  -1.99863  0.45518
C  -0.11545  -2.06183  -1.67900
H  0.64259  -0.51260  2.71730
H  0.60905  -1.76179  -2.40201
H  -1.03101  3.51611  0.83178
C  -0.80163  0.68995  -1.20118
H  1.63072  -2.94504  0.51256
C  0.03540  1.83666  1.24341
H  2.33298  -0.20413  1.91548
C  0.45883  0.55289  0.97455

Output
- Kohn-Sham gap (eV) = 9.02
- HOMO energy (eV) = -13.42
- LUMO (eV) = -4.40
- E (Eh) = -403.321765
- net charge = +1

# 5
This record from the Open Molecules 2025 dataset describes the molecule C9H10N2O2S at a distorted geometry. The level of theory is wB97M-V/def2-TZVPD.

Cartesian coordinates (Å):
H  -3.25165  1.02514  1.41183
H  -1.43049  -1.77429  -2.37659
C  3.40164  0.89002  -0.36518
C  1.40585  -0.08917  0.57046
H  -0.41850  0.52178  2.16372
H  -4.60653  0.06175  0.03328
S  0.66392  -1.28981  -0.62428
H  2.84750  -0.07534  -1.94805
N  1.89714  -0.72200  1.64227
O  3.59522  0.23790  -1.51045
C  1.97450  1.18711  0.07505
H  1.42491  1.53293  -0.87575
H  1.92180  1.85675  1.06943
C  -2.72811  0.37625  0.68024
C  -0.94117  -0.62520  -0.62990
C  -1.33259  0.10347  0.50319
O  4.38214  0.99394  0.37529
H  1.74685  -1.71833  1.62362
H  -3.92248  -1.10172  -2.13906
N  -0.40126  0.73766  1.19458
C  -3.20738  -0.74444  -1.38654
H  2.43529  -0.36404  2.43663
C  -3.59801  0.06241  -0.31562
C  -1.85860  -1.08277  -1.60817

Output
- Kohn-Sham gap (eV) = 8.07
- HOMO energy (eV) = -7.58
- LUMO (eV) = 0.49
- E (Eh) = -1007.044959

# 6
This record from the Open Molecules 2025 dataset describes the molecule C9H10N2S at a distorted geometry. The level of theory is wB97M-V/def2-TZVPD.

Cartesian coordinates (Å):
S  -2.46624  -0.04660  -2.43432
H  0.57202  -2.44059  -1.90174
H  2.42658  3.64435  1.02981
N  0.65601  0.90527  1.10312
C  1.38484  2.36614  2.63144
C  -0.46869  -2.12901  -1.70533
C  -0.02349  -0.02064  0.33753
N  1.22856  1.92175  0.38823
H  -0.32321  -0.47605  -3.36964
C  -0.57017  -1.25211  0.68751
C  -0.60242  -0.71144  -2.20143
C  0.75241  1.16935  2.45164
C  0.08515  0.12615  -1.38823
H  -1.08223  -2.92964  -2.28861
H  0.42004  0.45805  3.19474
H  -1.08534  -3.24182  0.09508
C  1.75140  2.73070  1.29603
H  -1.09242  -1.32008  1.62702
H  -3.10021  -0.48474  -1.31850
H  0.70637  1.05401  -1.47441
C  -0.83742  -2.24963  -0.22817
H  1.66846  2.92658  3.46825

Output
- Kohn-Sham gap (alpha / beta) (eV) = 6.86 / 7.21
- HOMO energy (alpha / beta) (eV) = -7.12 / -7.60
- LUMO (alpha / beta) (eV) = -0.26 / -0.39
- SMILES = S[C@H]1C=C(n2cccn2)C=CC1
- E (Eh) = -856.452595

# 7
This record from the Open Molecules 2025 dataset describes the molecule C9H10N2S at a distorted geometry. The level of theory is wB97M-V/def2-TZVPD.

Cartesian coordinates (Å):
C  -0.20010  -1.67069  0.17095
H  0.62059  3.22708  -1.69192
C  -0.42403  0.51981  -0.83510
H  2.79547  0.69201  2.11816
C  -0.59079  -3.11097  0.21905
C  -1.58567  -1.46189  -1.81716
H  -0.66449  3.34500  -0.47217
S  -1.10002  1.52987  -2.17529
H  -0.90624  3.89563  -2.21120
C  0.56855  -1.01661  1.12631
C  -0.44921  3.17605  -1.55452
N  0.36299  1.03934  0.08952
H  1.38196  0.99553  3.02507
H  0.99873  -1.62931  1.96370
C  1.78788  1.06592  1.99482
N  -2.41347  -1.89742  -2.52677
H  -1.71853  -3.18976  0.29918
C  0.90443  0.32572  0.99823
H  -0.08220  -3.63784  1.00791
C  -0.71124  -0.81924  -0.87089
H  -0.39945  -3.54795  -0.76978
H  1.82484  2.16972  1.91191

Output
- Kohn-Sham gap (eV) = 8.95
- HOMO energy (eV) = -8.65
- LUMO (eV) = 0.30
- SMILES = CSc1nc(C)cc(C)c1C#N
- E (Eh) = -856.633847

Ordered relative energy (zero: lowest compared OMol25 entry of this formula, charge and spin) results: 2.4 6.6 60.3 74.7 76.9 126.8 13.1; unit kcal per mole.